Entry 1:
Density functional theory data (ωB97M-V/def2-TZVPD) for a structure of composition C30H28AgBr2ClGeN3O2Se.

Positions of all 69 atoms, in Å:
C1 -0.0807 3.4140 -2.9784
N1 0.4176 1.0907 -2.4990
C2 -1.0764 4.7621 -1.2604
N2 -1.4972 -1.8167 -1.1435
Br1 -4.1735 -5.2874 1.8568
C3 -0.9429 -2.0179 2.9200
C4 5.5697 2.9637 1.1082
Ag1 0.7215 -0.6564 -0.8170
C5 -2.6956 -3.4211 0.2127
H1 -2.4294 -3.0574 4.0357
C6 3.3732 -1.9742 0.9336
H2 -1.4133 3.7812 0.6347
C7 -0.5993 -0.9091 2.0664
H3 1.3146 -0.0106 -3.9580
Br2 1.3930 -5.5933 1.0312
C8 -3.8838 -2.7054 -0.0468
Se1 3.5249 -1.1463 -0.8142
C9 0.9185 0.9663 -3.7002
H4 1.3966 1.8520 -5.6101
C10 -1.5538 1.0516 0.7948
H5 -1.4609 5.7103 -0.9047
C11 -0.2445 -4.6982 0.6642
H6 3.1930 1.2241 2.6713
H7 -0.5910 5.5013 -3.2079
N3 -0.5234 1.3358 0.0678
C12 -3.8501 -1.5936 -0.8407
H8 4.3681 -2.2594 1.2732
C13 -1.4143 -5.1931 1.2355
H9 2.7473 -2.8500 0.7747
H10 2.3237 2.6544 2.1017
H11 -2.5526 -0.2778 -1.9744
Cl1 -4.8376 -1.5434 3.7318
H12 -4.7483 -1.0246 -1.0447
C14 -0.5966 4.6540 -2.5329
H13 6.0388 2.4206 1.9303
O1 0.5778 -0.7642 1.6408
H14 -0.1531 -2.7274 3.1345
H15 -3.7726 0.4542 2.0148
H16 2.8716 -1.3059 1.6267
H17 4.0553 3.2031 -1.8367
C15 -2.1998 -2.2007 3.4137
C16 -1.6828 -0.0098 1.7383
C17 -1.5012 -2.9239 -0.3733
C18 -1.0700 3.6589 -0.3848
H18 -4.8095 -3.0417 0.4012
H19 -1.3608 -6.0740 1.8612
H20 1.8938 1.0522 1.4790
O2 0.8632 -3.0882 -0.6738
H21 5.4914 -0.1556 0.3696
H22 2.8495 3.9086 -0.7435
H23 2.5041 2.3923 -1.5790
C19 0.9640 2.0205 -4.6331
H24 5.2449 3.9352 1.4859
H25 6.3216 3.1327 0.3352
C20 -3.2252 -1.2845 3.0965
C21 2.7247 1.6836 1.7995
C22 -0.1867 -3.5546 -0.1576
H26 0.4837 4.0777 -4.9530
C23 0.4646 3.2360 -4.2701
C24 -0.5940 2.4257 -0.7781
Ge1 4.0364 1.9548 0.3922
C25 3.2861 2.9725 -1.0970
H27 -2.4718 1.6410 0.6447
H28 5.3306 0.5218 -1.2389
C26 -2.9701 -0.2264 2.2797
C27 -0.0805 2.2947 -2.1131
C28 4.7754 0.2790 -0.3306
C29 -2.6186 -1.1767 -1.3664
C30 -2.6163 -4.5758 1.0242

Calculated values
2S+1: 1
Net charge: -1
HOMO, eV: -4.070
LUMO, hartree: 0.07532
ΔE to the lowest compared entry with this formula, charge and spin, eV: 0.0585
Energy, hartree: -11708.41544
Frontier orbital gap, eV: 6.12


Entry 2:
Density functional theory data (ωB97M-V/def2-TZVPD) for a structure of composition C30H28BrCl3N4O5Se2V.

Positions of all 74 atoms, in Å:
C1 -1.6265 -0.9558 -1.9690
H1 1.3905 0.9660 -4.4120
C2 -0.9526 -1.7217 2.8046
C3 -2.4353 -1.2884 -3.2279
H2 -2.2043 1.5070 4.4165
H3 3.6321 0.3639 -3.7093
C4 -0.8401 3.1815 -3.4696
H4 -3.1721 1.1629 2.1588
H5 0.4764 -1.5023 5.1443
Cl1 -4.0964 -1.5777 -2.6649
C5 -2.6730 -2.5390 1.8035
H6 0.9971 3.6441 2.5145
C6 -0.5244 2.7746 1.2606
H7 2.7385 -2.5516 -3.4441
C7 0.7569 1.8349 -4.5162
C8 0.2699 -0.9548 3.0565
H8 -5.4383 -4.0379 0.6364
O1 0.2055 -0.1106 0.8267
O2 -1.8088 0.2481 -1.5273
Cl2 -1.8021 -2.7285 -4.0178
C9 3.6083 1.9812 1.2971
C10 -3.6764 -2.8683 0.8966
C11 2.5728 -0.7966 -2.2162
N1 -1.5949 -1.6841 1.6621
C12 -0.5133 2.6110 3.6408
Se1 -1.9303 3.5251 -1.9774
O3 -0.9358 -1.7865 -1.4209
H9 3.5209 1.0693 3.6159
C13 2.6131 0.5089 3.4505
N2 -1.5456 -2.5578 3.7093
C14 -4.6439 -3.7584 1.3129
H10 -3.6857 -2.4351 -0.0957
Br1 2.8915 -0.2186 6.1851
C15 -1.7021 1.8949 3.5426
H11 3.5021 -2.3357 -1.0433
H12 3.2609 -0.8136 -0.1615
H13 1.8051 -1.2563 -4.1909
C16 -0.1079 3.6987 -5.7028
H14 4.0830 0.7333 -2.0400
H15 1.8843 -1.8739 -0.4819
C17 0.8006 -0.2064 2.0136
C18 -0.8821 3.9965 -4.6134
Cl3 -2.3910 0.0881 -4.3324
O4 2.4402 1.2040 1.1400
V1 -0.0261 0.8232 -1.8020
H16 4.4721 1.3519 1.5322
H17 -3.6172 -4.4240 4.5044
H18 4.6428 -0.7616 -2.7977
C19 2.0443 -0.2235 4.4959
C20 -3.6304 -3.9937 3.5121
O5 1.5804 0.2076 -1.9797
C21 -4.6202 -4.3132 2.6027
C22 -2.2395 1.7001 2.2816
C23 2.0128 -1.7604 -3.2464
H19 1.3767 2.3213 -6.4933
H20 -1.5376 4.8560 -4.6011
H21 -5.3956 -5.0078 2.8912
C24 0.7427 2.5892 -5.6626
C25 0.0805 3.0724 2.4836
N3 -0.0129 2.1175 -3.4506
H22 -0.6453 -0.6432 0.8609
H23 -1.2073 -2.7818 4.6277
C26 0.8918 -0.9490 4.3134
N4 -1.6679 2.1224 1.1583
C27 -2.6602 -3.0960 3.0853
C28 2.8215 -1.4948 -0.8896
C29 3.8042 -0.0671 -2.7233
C30 1.9931 0.5231 2.2174
H24 -0.1485 4.3264 -6.5823
H25 3.4810 2.7298 2.0838
Se2 0.4067 3.2721 -0.3354
H26 1.0898 -2.2189 -2.8896
H27 3.7594 2.4813 0.3445
H28 -0.0580 2.8060 4.6039

Calculated values
2S+1: 4
Net charge: 0
HOMO (spin up / spin down), eV: -6.507 / -7.512
LUMO (spin up / spin down), hartree: -0.00833 / -0.02931
ΔE to the lowest compared entry with this formula, charge and spin, eV: 2.0477
Energy, hartree: -11456.75909
⟨S²⟩: 3.7673
Frontier orbital gap (spin up / spin down), eV: 6.28 / 6.71


Entry 3:
Density functional theory data (ωB97M-V/def2-TZVPD) for a structure of composition C30H28CrF5N3O3.

Positions of all 70 atoms, in Å:
H1 -0.0202 2.2410 1.1937
H2 -0.5354 1.5413 -2.8114
C1 0.3841 -1.4260 -3.1919
H3 3.2705 -0.8355 2.6935
C2 -2.5838 -2.3150 -0.3043
C3 0.0105 5.9872 -1.5564
H4 2.4361 0.5914 -1.4434
C4 -5.1737 0.0855 1.1424
C5 -2.4154 0.0363 0.4363
Cr1 -0.4820 -0.2418 -0.4090
H5 3.8898 0.1401 -3.3563
H6 2.3391 2.4543 2.0612
C6 1.1938 -1.6718 -4.2949
C7 2.6468 -1.7879 0.8750
C8 3.3395 -1.3899 -5.4762
C9 1.6690 1.0962 3.5847
N1 4.0323 -1.6021 -6.3706
H7 4.3133 -0.5429 1.2957
C10 -0.0139 4.0287 -0.0026
C11 -2.4848 -4.6231 -0.9726
H8 -0.4847 -5.3418 -1.3833
C12 -0.3294 3.6209 -2.3195
C13 -3.0127 1.1587 1.0220
C14 -0.1113 2.6649 0.2007
C15 0.7748 -0.6277 -2.0994
O1 2.5757 0.5788 1.3584
C16 1.0933 -2.6268 2.4450
F1 -5.4318 -2.0475 0.2885
C17 -4.3444 1.1565 1.3816
H9 3.2397 -2.6819 1.1031
C18 -3.2254 -3.5220 -0.5849
H10 1.5976 -3.5988 2.4764
F2 -0.5457 6.7041 -0.5706
C19 3.2691 -0.6307 1.6183
C20 -1.1106 -4.5092 -1.0877
H11 -0.1706 -0.4293 4.6042
C21 -0.5292 0.4669 4.0838
C22 2.4702 -1.1216 -4.3514
H12 2.0311 0.2084 4.1190
H13 -4.2952 -3.5958 -0.4934
C23 -0.3946 2.2696 -2.0263
H14 0.8466 -2.2947 -5.1116
H15 2.6744 -1.6043 -0.1968
N2 -0.2941 1.7877 -0.7872
H16 -0.4288 3.9573 -3.3429
H17 1.4628 -2.0143 3.2747
O2 0.3837 0.8596 3.0733
C24 2.0625 -0.0624 -2.2303
F3 1.3057 6.3294 -1.6338
F4 -4.8715 2.2408 1.9850
C25 2.6059 1.4744 2.4570
F5 -0.5798 6.3324 -2.7068
H18 -2.9814 -5.5628 -1.1846
O3 1.2833 -1.9992 1.1955
C26 -0.5458 -3.2778 -0.8363
H19 -0.6703 1.2651 4.8221
H20 -6.2235 0.0998 1.4027
H21 0.1447 4.6930 0.8353
H22 -0.6055 -1.8769 -3.2001
C27 2.9016 -0.3016 -3.3101
C28 -0.1252 4.5111 -1.2888
H23 0.5156 -3.1280 -0.9498
C29 -4.5961 -1.0147 0.5473
H24 -2.4611 2.0745 1.2124
C30 -3.2476 -1.0876 0.2152
H25 0.0222 -2.7752 2.5710
N3 -1.2479 -2.2026 -0.4638
H26 -1.4786 0.2506 3.5995
H27 3.6197 1.5450 2.8650
H28 1.6466 1.9192 4.3097

Calculated values
2S+1: 5
Net charge: 0
HOMO (spin up / spin down), eV: -7.469 / -8.410
LUMO (spin up / spin down), hartree: -0.00503 / -0.01019
ΔE to the lowest compared entry with this formula, charge and spin, eV: 0.0000
Energy, hartree: -3093.72354
⟨S²⟩: 6.0236
Frontier orbital gap (spin up / spin down), eV: 7.33 / 8.13


Results for max |F|: 0.2 3.5 0.7 (in eV/A, following the order of the records).